Computed, not measured: C12H20F8K3NO16PS2 as an isolated structure in a non-equilibrium geometry, with wB97M-V/def2-TZVPD.

ORCA input file:
```
! wB97M-V def2-TZVPD RIJCOSX def2/J DEFGRID3
* xyz 1 1
K -16.6741 -6.0111 21.4377
K -12.1758 -5.5939 15.7749
K -10.9510 -6.8865 19.8078
S -13.6192 -4.3956 18.6799
S -14.5390 -6.6748 18.2522
P -8.7328 -4.6565 21.8250
F -9.6522 -4.3363 20.5140
F -7.4962 -3.7543 21.3309
F -13.9839 -8.0835 17.6759
F -12.2211 -3.8965 19.2144
F -9.9026 -5.6572 22.3128
F -9.3400 -3.4331 22.6578
F -7.7903 -5.0966 23.0701
F -8.1736 -5.9813 20.9844
O -14.5528 -4.1131 19.7328
O -14.5582 -13.6439 18.9226
O -15.4068 -6.2970 17.1922
O -13.7727 -3.6148 17.4691
O -18.1218 -11.1943 17.7132
O -14.4054 -11.9226 20.4186
O -16.7811 -9.3821 17.4688
O -12.4275 -0.7821 19.9284
O -15.4896 -13.6783 20.9739
O -15.0600 -7.0885 19.5264
O -16.5524 -11.1856 16.1753
O -13.2491 1.0538 20.7914
O -17.4597 -1.9202 15.8507
O -16.7842 -3.8431 14.8498
O -11.3417 1.1444 19.5898
O -17.1220 -3.8528 16.9703
N -13.1130 -6.0357 18.4310
C -17.2936 -3.2122 18.1978
C -17.1503 -3.0768 15.8892
C -14.8217 -13.1361 19.9737
C -17.1048 -10.4951 17.1734
C -13.6357 -1.1722 20.5007
C -17.3030 -3.5173 13.5672
C -12.2505 0.5570 20.0588
C -13.6818 -11.2167 19.4357
C -13.9773 0.0080 21.4371
C -17.8938 -12.5940 17.4574
C -16.8685 -12.5729 16.3075
C -16.2490 -14.8549 20.7201
H -16.3623 -2.8031 18.5906
H -14.2549 -10.7796 18.6128
H -17.5279 -12.9873 18.4050
H -17.6559 -3.8674 18.9980
H -13.6294 -0.0175 22.4696
H -18.7707 -13.1858 17.2040
H -17.3180 -12.9883 15.4110
H -13.4986 -2.0960 21.0652
H -15.9486 -13.0669 16.6128
H -15.6729 -15.5098 20.0709
H -12.8734 -11.7599 18.9433
H -14.4315 -1.2934 19.7573
H -17.2532 -14.6060 20.3726
H -17.9972 -2.3790 18.2287
H -15.0356 0.2450 21.3325
H -17.3221 -2.4638 13.2944
H -16.7965 -4.0670 12.7785
H -18.3313 -3.8930 13.5799
H -16.4427 -15.3646 21.6631
H -13.2037 -10.3510 19.8951
*
```

For the calculated total energy, the calculation gives -148694.4708 eV. The value obtained for the gap between HOMO and LUMO is 8.731 eV. As for the highest occupied orbital energy: -12.6 eV.